The molecule C4H7FO. Source: OMol25; level of theory: ωB97M-V/def2-TZVPD.

Output
LUMO energy	0.7	eV
orbital gap	10.2	eV
E	-9023.093	eV
SMILES	OC1(CF)CC1
energy relative to the best compared isomer or geometry (same formula, charge and spin)	3.178	eV

Last column: natural (NBO) charge in e.
Geometry (Å):
O 1.3477 -0.6644 -1.0010  -0.667
C 0.2540 -0.1477 -0.2331  0.162
C -0.0005 -0.9010 1.0473  0.042
F -0.8562 -0.2968 1.8358  -0.334
C -0.9682 0.5780 -0.8328  -0.445
C 0.1858 1.3684 -0.0624  -0.456
H 0.9847 -1.7847 -1.0098  0.453
H 1.1708 -0.7489 1.4288  0.147
H -0.1005 -2.0332 1.0158  0.167
H -0.9459 0.6750 -1.8923  0.220
H -1.9981 0.3422 -0.3881  0.224
H 0.7277 1.8389 -0.9547  0.240
H 0.1989 1.7742 1.0466  0.248